# C37H57CaN6P2S2

A structure of composition C37H57CaN6P2S2 (ωB97M-V/def2-TZVPD, the Open Molecules 2025 dataset).

Geometry as ORCA input:
```
! RIJCOSX wB97M-V def2-TZVPD def2/J DEFGRID3
* xyz -1 1
Ca 0.033 -1.068 0.929
C -0.732 0.934 3.973
C -2.112 0.657 3.373
C -3.165 1.515 4.072
P -2.013 0.751 1.496
C -3.790 1.119 1.059
C -3.914 1.568 -0.395
C -4.597 -0.156 1.318
C -1.126 2.322 1.264
C -1.645 3.541 1.709
C -0.889 4.696 1.790
C -1.474 6.003 2.263
C 0.466 4.591 1.464
C 0.990 3.418 0.974
C 0.203 2.257 0.769
N 0.736 1.128 0.165
C 1.520 1.315 -0.937
C 1.369 2.461 -1.776
C 2.174 2.715 -2.858
C 3.181 1.823 -3.236
C 4.102 2.109 -4.398
C 3.260 0.644 -2.520
C 2.457 0.349 -1.412
P 2.449 -1.331 -0.713
C 4.204 -1.689 -0.144
C 5.369 -1.183 -0.991
C 4.362 -1.143 1.277
C 2.230 -2.439 -2.235
C 1.116 -1.875 -3.118
C 3.438 -2.831 -3.084
H -0.747 0.736 5.047
H -0.436 1.976 3.823
H 0.038 0.291 3.540
H -2.348 -0.398 3.554
H -2.985 2.580 3.910
H -3.110 1.334 5.148
H -4.179 1.274 3.748
H -4.165 1.918 1.703
H -3.543 0.793 -1.065
H -3.328 2.472 -0.572
H -4.960 1.773 -0.642
H -4.149 -1.008 0.802
H -5.629 -0.041 0.971
H -4.620 -0.405 2.380
H -2.687 3.586 2.011
H -2.552 6.033 2.100
H -1.024 6.842 1.729
H -1.293 6.157 3.331
H 1.114 5.452 1.603
H 2.042 3.367 0.721
H 0.573 3.156 -1.542
H 2.016 3.619 -3.439
H 4.361 3.169 -4.436
H 3.640 1.848 -5.356
H 5.026 1.538 -4.307
H 3.971 -0.099 -2.854
H 4.241 -2.785 -0.100
H 5.326 -0.097 -1.080
H 5.397 -1.619 -1.990
H 6.309 -1.438 -0.492
H 4.321 -0.050 1.269
H 5.326 -1.445 1.697
H 3.582 -1.508 1.937
H 1.853 -3.363 -1.781
H 1.452 -0.958 -3.606
H 0.231 -1.637 -2.530
H 0.837 -2.600 -3.889
H 3.837 -1.983 -3.642
H 3.123 -3.580 -3.817
H 4.236 -3.268 -2.484
C 0.627 -2.355 5.769
C 0.213 -2.406 4.309
S 1.448 -1.895 3.177
C -1.024 -2.821 3.964
C -2.022 -3.202 5.039
S -1.598 -2.955 2.315
H 1.627 -1.935 5.848
H 0.637 -3.354 6.218
H -0.058 -1.735 6.358
H -1.548 -3.735 5.868
H -2.796 -3.837 4.609
H -2.513 -2.314 5.456
C -1.804 2.918 -4.300
N -0.993 1.728 -4.117
C -0.604 1.003 -5.317
C -1.150 1.028 -2.999
N -1.237 0.414 -2.024
H -1.282 3.599 -4.973
H -1.950 3.411 -3.342
H -2.786 2.683 -4.729
H -0.074 1.685 -5.982
H -1.473 0.595 -5.846
H 0.059 0.185 -5.045
N -0.724 -6.195 -0.825
C -1.273 -4.930 -0.937
C -0.574 -3.803 -0.488
N -1.039 -2.578 -0.683
C -2.252 -2.477 -1.241
C -2.951 -3.592 -1.640
N -2.462 -4.831 -1.516
H -0.112 -6.321 -0.033
H -1.416 -6.920 -0.926
H 0.378 -3.903 0.021
H -2.637 -1.477 -1.382
H -3.938 -3.516 -2.080
*
```

strongest force on any atom = 1.12 eV/Å
HOMO energy = -2.72 eV
HOMO-LUMO gap = 4.9 eV
energy above the lowest of the compared OMol25 structures with the same formula, charge and spin = 14.2 kJ/mol
lowest unoccupied orbital energy = 2.18 eV

# C9H8N2O

An isolated molecule of C9H8N2O (ωB97M-V/def2-TZVPD, the Open Molecules 2025 dataset).

Geometry as ORCA input:
```
! RIJCOSX wB97M-V def2-TZVPD def2/J DEFGRID3
* xyz 0 1
C -1.681 1.461 2.381
C -1.139 0.909 1.130
C 0.216 0.884 0.933
C 0.868 0.076 -0.056
C 2.820 -0.784 -0.894
C 2.057 -1.527 -1.798
C 0.687 -1.328 -1.955
C 0.030 -0.529 -0.996
C -2.011 0.359 0.051
H -2.697 1.104 2.396
H -1.221 0.892 3.184
H -1.551 2.519 2.606
H 0.915 1.067 1.770
H 3.939 -0.779 -0.800
H 2.648 -2.085 -2.503
H 0.162 -1.876 -2.783
H -1.748 -0.502 -1.765
N 2.204 -0.051 0.027
N -1.238 -0.208 -0.954
O -3.260 0.400 0.024
*
```

strongest force on any atom = 4.23 eV/Å
structure (SMILES) = Cc1cc2ncccc2[nH]c1=O
HOMO energy = -8.57 eV
HOMO-LUMO gap = 8.4 eV
energy above the lowest of the compared OMol25 structures with the same formula, charge and spin = 52.8 kJ/mol
lowest unoccupied orbital energy = -0.17 eV

# C23H28N6O3

An isolated molecule of C23H28N6O3 (ωB97M-V/def2-TZVPD, the Open Molecules 2025 dataset).

Geometry as ORCA input:
```
! RIJCOSX wB97M-V def2-TZVPD def2/J DEFGRID3
* xyz 0 1
C 3.654 4.598 -2.497
H 4.613 4.574 -1.970
O 3.014 3.346 -2.460
C 2.699 2.818 -1.242
C 2.918 3.431 -0.019
C 2.548 2.789 1.153
C 1.951 1.538 1.130
C 1.727 0.906 -0.104
C 2.111 1.554 -1.262
H 1.974 1.082 -2.223
C 1.113 -0.477 -0.203
C 1.751 -1.369 0.816
N 2.999 -1.782 0.740
N 3.211 -2.547 1.801
N 2.169 -2.632 2.517
N 1.211 -1.903 1.937
C -0.090 -1.794 2.528
C -1.138 -2.603 1.807
C -2.464 -2.191 1.839
C -3.443 -2.927 1.195
C -3.105 -4.087 0.517
C -1.788 -4.511 0.496
C -0.809 -3.775 1.141
H 0.214 -4.121 1.127
H -1.520 -5.420 -0.022
H -3.867 -4.661 0.011
H -4.468 -2.589 1.217
H -2.732 -1.288 2.366
H 0.019 -2.165 3.554
H -0.377 -0.741 2.551
N -0.342 -0.555 -0.115
C -1.094 0.645 0.189
C -1.350 1.563 -1.014
H -0.412 2.014 -1.347
H -2.026 2.361 -0.703
C -1.974 0.790 -2.180
C -3.418 0.393 -1.885
O -3.958 0.481 -0.806
N -4.081 -0.076 -2.971
H -3.662 -0.122 -3.881
H -5.040 -0.361 -2.866
C -1.124 -0.454 -2.474
C -0.967 -1.285 -1.196
H -0.387 -2.190 -1.396
H -1.957 -1.593 -0.848
H -1.580 -1.067 -3.253
H -0.142 -0.133 -2.829
H -1.992 1.433 -3.069
H -0.582 1.202 0.972
H -2.064 0.317 0.572
H 1.442 -0.880 -1.172
O 1.546 0.867 2.253
C 1.954 1.349 3.511
H 3.040 1.464 3.561
H 1.640 0.594 4.231
H 1.471 2.301 3.754
H 2.735 3.288 2.090
H 3.379 4.403 0.050
H 3.828 4.809 -3.551
H 3.023 5.385 -2.070
*
```

strongest force on any atom = 1.35 eV/Å
structure (SMILES) = COc1ccc(OC)c([C@@H](c2nnnn2Cc2ccccc2)N2CCC(C(N)=O)CC2)c1
HOMO energy = -8.21 eV
HOMO-LUMO gap = 8.8 eV
energy above the lowest of the compared OMol25 structures with the same formula, charge and spin = 261.6 kJ/mol
lowest unoccupied orbital energy = 0.62 eV

# C31H52BrN3OP2Ti

A structure of composition C31H52BrN3OP2Ti (ωB97M-V/def2-TZVPD, the Open Molecules 2025 dataset).

Geometry as ORCA input:
```
! RIJCOSX wB97M-V def2-TZVPD def2/J DEFGRID3
* xyz 4 1
N -6.022 4.015 -4.722
C -6.037 4.356 -3.436
C -5.376 3.592 -2.455
C -4.587 2.505 -2.879
C -4.714 2.084 -4.214
C -5.420 2.900 -5.112
C -3.482 1.961 -2.019
Ti -2.801 0.349 -1.005
P 4.124 -0.395 -0.907
C -2.345 1.304 -2.692
C -1.021 1.960 -2.845
C -0.066 1.522 -3.811
C 1.290 1.561 -3.486
C 1.656 2.209 -2.282
C 0.737 3.082 -1.654
C -0.630 2.906 -1.906
Br 2.254 0.870 -0.914
H -3.351 2.533 -1.073
H -2.578 0.502 -3.424
H -5.400 3.929 -1.425
H -4.177 1.210 -4.575
H -6.555 5.284 -3.161
H -5.455 2.646 -6.176
H -0.456 1.127 -4.751
H -1.415 3.400 -1.304
H 2.039 1.093 -4.118
H 1.064 3.853 -0.957
P -1.460 -1.553 -1.517
C 5.210 1.004 -0.509
C 6.541 1.146 -1.216
H 5.302 1.041 0.584
H 4.577 1.865 -0.771
H 6.811 2.205 -1.155
H 7.340 0.576 -0.737
H 6.503 0.858 -2.268
C 4.164 -1.048 -2.587
C 5.332 -1.974 -2.940
H 4.126 -0.187 -3.273
H 3.206 -1.581 -2.698
H 5.210 -2.308 -3.976
H 6.305 -1.479 -2.865
H 5.366 -2.872 -2.315
C 3.968 -1.568 0.423
C 5.166 -1.804 1.351
H 3.643 -2.514 -0.037
H 3.119 -1.167 0.997
H 4.855 -2.512 2.127
H 6.022 -2.245 0.829
H 5.506 -0.894 1.855
C -1.057 -2.650 -0.110
C -1.545 -4.089 -0.261
H -1.424 -2.196 0.823
H 0.043 -2.616 -0.058
H -2.633 -4.185 -0.157
H -1.256 -4.537 -1.221
H -1.089 -4.693 0.531
C -0.231 -2.063 -2.729
C -0.582 -1.935 -4.205
H -0.011 -3.108 -2.465
H 0.659 -1.460 -2.486
H -1.597 -2.277 -4.447
H -0.462 -0.903 -4.556
H 0.119 -2.567 -4.766
C -3.128 -2.082 -2.122
C -4.342 -1.464 -1.391
H -3.103 -3.167 -1.963
H -3.171 -1.957 -3.214
H -5.207 -1.587 -2.059
H -4.565 -2.029 -0.475
H -4.400 -0.335 -1.132
C 0.158 2.111 1.525
N -0.821 1.537 2.431
C -0.521 1.658 3.845
C -1.770 1.392 4.641
C -2.360 0.073 4.221
N -2.623 0.121 2.792
C -3.533 -0.890 2.273
C -1.861 0.845 1.962
O -2.121 0.844 0.695
H -0.226 3.018 1.042
H 0.452 1.392 0.756
H 1.058 2.382 2.093
H 0.252 0.921 4.132
H -0.127 2.669 4.014
H -2.500 2.198 4.495
H -1.517 1.350 5.703
H -3.321 -0.125 4.711
H -1.652 -0.747 4.444
H -3.004 -1.796 1.932
H -4.204 -1.167 3.092
H -4.148 -0.513 1.444
*
```

strongest force on any atom = 2.38 eV/Å
HOMO energy = -17.35 eV
HOMO-LUMO gap = 4.4 eV
lowest unoccupied orbital energy = -12.98 eV

Q: The lowest HOMO-LUMO gap belongs to which entry?
A: C31H52BrN3OP2Ti